Record 1
Entry from OMol25: a cluster of 10 separate species, C27H45F4N3O27S3 in total at a distorted geometry (the ωB97M-V functional and the def2-TZVPD basis).

Structure (XYZ):
```
109
Properties=species:S:1:pos:R:3
C -0.852 -3.258 4.747
C 0.645 -3.076 4.704
O 1.378 -3.556 5.548
N 1.110 -2.291 3.698
C 2.504 -1.903 3.627
H -1.159 -3.257 5.795
H -1.138 -4.218 4.324
H -1.398 -2.410 4.328
H 0.428 -1.994 3.017
H 2.922 -1.835 4.630
H 2.605 -0.923 3.165
H 3.040 -2.699 3.103
C -0.601 0.530 4.316
C 0.799 1.058 4.137
O 1.210 1.477 3.064
N 1.552 1.022 5.261
C 2.981 1.296 5.276
H -0.809 -0.001 5.247
H -0.824 -0.167 3.510
H -1.311 1.360 4.336
H 1.200 0.511 6.051
H 3.182 2.276 5.710
H 3.352 1.314 4.252
H 3.517 0.528 5.828
C 3.655 -0.068 0.651
C 4.238 0.958 -0.298
O 4.459 2.104 0.046
N 4.596 0.497 -1.527
C 5.279 1.352 -2.468
H 4.461 -0.538 1.206
H 3.120 -0.830 0.065
H 2.853 0.352 1.255
H 4.421 -0.476 -1.701
H 4.605 2.102 -2.893
H 5.689 0.775 -3.294
H 6.093 1.897 -1.992
C -1.193 -0.295 -1.706
C 0.320 -0.281 -1.566
O 0.532 -1.119 -0.474
C -0.590 -1.054 0.316
O -0.653 -1.544 1.395
O -1.562 -0.429 -0.333
F 0.719 0.997 -1.211
H -1.502 -1.146 -2.309
H -1.548 0.625 -2.162
H 0.908 -0.602 -2.419
C -5.329 1.452 -3.644
C -6.287 0.761 -2.690
O -5.531 -0.327 -2.216
C -4.459 -0.523 -3.029
O -3.727 -1.447 -2.958
O -4.495 0.360 -4.049
F -7.359 0.233 -3.396
H -4.739 2.172 -3.079
H -5.809 1.958 -4.473
H -6.700 1.347 -1.882
C -2.161 -6.083 -3.176
C -1.751 -4.963 -4.130
O -1.548 -3.852 -3.268
C -1.650 -4.244 -1.979
O -1.301 -3.606 -1.044
O -2.202 -5.469 -1.899
F -2.725 -4.657 -5.023
H -1.435 -6.898 -3.257
H -3.124 -6.543 -3.382
H -0.812 -5.084 -4.667
C -0.221 3.775 -5.579
C 0.710 2.888 -4.770
O -0.108 2.479 -3.716
C -1.124 3.396 -3.567
O -1.910 3.387 -2.692
O -1.074 4.290 -4.575
F 1.788 3.593 -4.275
H -0.726 3.150 -6.320
H 0.304 4.562 -6.112
H 1.125 2.030 -5.292
C 1.841 4.015 -1.499
C 1.792 4.069 0.024
O 0.766 5.026 0.368
S 0.564 6.086 -0.792
O 1.381 7.216 -0.555
O -0.813 6.251 -1.049
O 1.210 5.210 -1.971
H 1.268 3.143 -1.802
H 2.854 3.925 -1.873
H 2.710 4.483 0.444
H 1.604 3.108 0.493
C -2.093 3.939 2.153
C -1.326 2.740 1.612
O -2.311 1.778 1.182
S -3.735 2.451 1.020
O -4.586 1.999 2.058
O -4.170 2.415 -0.319
O -3.287 3.941 1.356
H -1.563 4.856 1.926
H -2.370 3.779 3.195
H -0.624 2.296 2.313
H -0.781 3.012 0.706
C 0.005 -5.023 1.331
C 1.142 -4.258 0.706
O 2.166 -5.265 0.561
S 2.180 -6.140 1.898
O 3.104 -5.645 2.837
O 2.226 -7.497 1.499
O 0.714 -5.719 2.392
H -0.494 -5.756 0.702
H -0.687 -4.347 1.826
H 1.453 -3.483 1.411
H 1.004 -3.804 -0.267
```

Kohn-Sham gap in eV: 9.051
Spin multiplicity: 1
Total charge: 0
SMILES: O=C1OC[C@@H](F)O1.O=C1OC[C@@H](F)O1.O=C1OC[C@@H](F)O1.O=C1OC[C@@H](F)O1.O=S1(=O)OCCO1.O=S1(=O)OCCO1.O=S1(=O)OCCO1.CNC(C)=O.CNC(C)=O.CNC(C)=O

=====

Record 2
Entry from OMol25: a structure of composition C27H45FeN9O8S2SeSi3 (the ωB97M-V functional and the def2-TZVPD basis).

Structure (XYZ):
```
96
Properties=species:S:1:pos:R:3
Fe -0.403 0.528 -0.112
N -1.888 0.935 -3.096
N -2.072 -0.434 -3.292
C -2.157 -1.290 -2.242
N -2.459 -2.566 -2.575
N -2.005 -0.822 -1.024
N -2.317 -1.658 0.039
O -1.547 -1.141 1.077
O -2.486 -2.901 0.001
H -2.687 1.424 -3.480
H -1.034 1.226 -3.557
H -1.760 -0.826 -4.168
H -2.203 -2.846 -3.507
H -2.316 -3.240 -1.837
N 7.049 -1.117 -2.862
C 5.657 -1.060 -2.981
C 4.844 -1.566 -1.963
C 3.470 -1.531 -2.081
C 2.892 -0.997 -3.229
C 3.685 -0.496 -4.247
C 5.065 -0.533 -4.127
S 1.137 -0.860 -3.287
O 0.566 -2.137 -2.940
O 0.786 -0.309 -4.587
N 0.774 0.154 -2.114
C 0.939 1.481 -2.251
S 1.683 2.404 -3.527
C 1.313 3.862 -2.666
C 0.654 3.570 -1.524
N 0.441 2.239 -1.292
H 7.378 -1.149 -1.910
H 7.538 -0.417 -3.397
H 5.295 -1.963 -1.061
H 2.845 -1.872 -1.265
H 3.216 -0.076 -5.128
H 5.689 -0.140 -4.921
H 1.588 4.829 -3.051
H 0.293 4.293 -0.808
C 3.838 1.859 -0.251
Si 2.968 1.413 1.367
C 4.337 1.061 2.617
C 2.049 2.940 1.975
Se 1.684 -0.401 1.186
H 4.738 2.453 -0.060
H 3.188 2.443 -0.906
H 4.130 0.954 -0.790
H 5.012 1.918 2.707
H 4.921 0.190 2.311
H 3.914 0.848 3.601
H 2.750 3.659 2.412
H 1.307 2.666 2.727
H 1.522 3.430 1.154
O -2.065 2.812 2.997
C -1.759 2.572 1.835
O -0.987 1.644 1.430
C -2.308 3.515 0.775
C -2.164 4.883 0.987
C -2.631 5.805 0.062
C -3.302 5.371 -1.069
C -3.471 4.008 -1.243
C -2.966 3.065 -0.361
N -4.226 3.557 -2.422
O -4.491 2.372 -2.513
O -4.549 4.389 -3.249
H -1.677 5.208 1.898
H -2.489 6.865 0.229
H -3.700 6.059 -1.800
H -3.093 2.009 -0.564
C -2.210 -1.686 5.127
Si -2.866 -1.852 3.378
C -4.067 -3.295 3.297
C -3.787 -0.307 2.880
C -1.356 -2.022 2.223
Si -0.530 -3.711 1.860
C 0.440 -3.752 0.263
C 0.665 -3.895 3.301
C -1.659 -5.212 1.909
H -3.027 -1.578 5.845
H -1.574 -0.801 5.198
H -1.617 -2.555 5.421
H -5.009 -3.001 3.767
H -3.698 -4.182 3.814
H -4.275 -3.569 2.260
H -4.687 -0.196 3.491
H -4.093 -0.350 1.832
H -3.164 0.579 3.022
H -0.550 -1.468 2.722
H 0.927 -2.796 0.062
H -0.178 -4.001 -0.599
H 1.228 -4.507 0.350
H 1.417 -3.103 3.259
H 1.177 -4.860 3.258
H 0.157 -3.832 4.268
H -2.490 -5.134 1.210
H -2.057 -5.402 2.907
H -1.057 -6.083 1.629
```

Kohn-Sham gap (alpha / beta) in eV: 6.201 / 6.147
Spin multiplicity: 6
Total charge: -1

=====

Record 3
Entry from OMol25: a structure of composition C27H45NO2P2W at a distorted geometry (the ωB97M-V functional and the def2-TZVPD basis).

Structure (XYZ):
```
78
Properties=species:S:1:pos:R:3
W -1.050 1.413 -1.316
C -2.183 1.979 0.477
C -2.750 2.662 -0.672
C -2.955 0.368 -1.003
C -2.378 0.576 0.296
C -3.252 1.658 -1.584
C -1.459 2.583 1.627
H -0.593 3.172 1.306
H -1.087 1.808 2.300
H -2.105 3.242 2.221
C -2.134 -0.472 1.321
H -1.486 -0.135 2.138
H -1.708 -1.400 0.921
H -3.081 -0.767 1.793
C -3.329 -0.996 -1.515
H -4.401 -1.200 -1.399
H -2.837 -1.765 -0.917
H -3.070 -1.164 -2.569
C -3.944 1.871 -2.900
H -5.044 1.875 -2.884
H -3.664 1.080 -3.601
H -3.669 2.824 -3.358
C -2.555 4.115 -0.922
H -3.363 4.780 -0.590
H -2.394 4.302 -1.989
H -1.665 4.442 -0.376
C 2.721 -1.690 3.366
C 2.201 -0.963 4.369
C 1.585 0.413 4.324
C 2.525 1.506 3.805
C 2.360 1.774 2.328
C 2.195 0.824 1.437
C 1.437 -0.477 1.521
C 2.372 -1.636 1.909
H 1.315 0.706 5.350
H 3.551 1.249 4.181
H 0.663 0.490 3.741
H 3.272 -1.565 1.276
H 3.478 -2.452 3.597
H 2.296 -1.333 5.397
H 1.837 -2.560 1.618
H 0.564 -0.467 2.192
H -1.423 0.151 -2.477
H 0.988 -0.753 0.530
H 2.326 2.456 4.314
H 2.660 2.792 2.032
P 2.247 1.154 -0.528
C 4.044 0.563 -0.402
C 2.710 2.859 -0.991
P 0.218 0.353 -2.867
C 1.898 0.154 -2.050
C 0.031 2.124 -3.418
C 0.066 -0.831 -4.205
H 4.219 -0.241 -1.125
H 4.272 0.193 0.610
H 4.727 1.393 -0.587
H 3.707 2.822 -1.455
H 2.771 3.479 -0.092
H 2.020 3.310 -1.704
H 0.931 -0.908 -4.889
H -0.828 -0.584 -4.804
H -0.110 -1.813 -3.725
H 1.992 -0.924 -1.807
H 2.701 0.412 -2.776
H -0.676 2.239 -4.262
H 1.018 2.568 -3.663
H -0.353 2.769 -2.568
O 1.708 -4.321 0.198
C 0.477 -4.500 0.320
C -0.141 -5.899 0.456
C -1.604 -5.615 0.698
C -1.702 -4.099 0.551
O -2.800 -3.519 0.594
N -0.475 -3.512 0.371
H 0.005 -6.472 -0.469
H 0.314 -6.446 1.291
H -2.250 -6.119 -0.027
H -1.904 -5.909 1.711
```

Kohn-Sham gap (alpha / beta) in eV: 3.215 / 3.350
Spin multiplicity: 3
Total charge: +2

=====

The records above give, respectively, relative energy (zero: lowest compared OMol25 entry of this formula, charge and spin) values of 0.0 0.0 286.6 kJ/mol.